No. 1
The following is a DFT calculation (the ωB97M-V functional and the def2-TZVPD basis) of a molecular structure, C35H23Cl4IN4O4RbS.

Structure (XYZ):
```
73
Properties=species:S:1:pos:R:3:lowdin_charge:R:1
Rb 0.583 -2.793 0.051 1.04
O -2.558 -1.573 -2.705 -0.10
C -1.951 -2.403 -2.001 -0.71
O -0.765 -2.776 -2.066 -0.23
C -2.795 -2.993 -0.852 -0.18
C -4.194 -3.164 -1.037 0.00
C -4.945 -3.642 -0.011 -0.01
C -4.327 -3.927 1.233 -0.16
C -5.034 -4.407 2.360 -0.05
C -4.380 -4.647 3.536 -0.09
C -2.990 -4.418 3.636 -0.08
C -2.282 -3.956 2.562 0.00
C -2.939 -3.704 1.333 -0.21
N -2.195 -3.254 0.281 0.08
H -4.617 -2.895 -1.995 0.11
H -6.013 -3.799 -0.120 0.11
H -6.101 -4.576 2.275 0.11
H -4.925 -5.014 4.396 0.10
H -2.480 -4.610 4.571 0.10
H -1.215 -3.780 2.630 0.11
Cl 7.455 -2.134 3.513 0.62
C 5.794 -2.509 3.096 -0.63
C 4.926 -2.898 4.079 -0.21
C 3.601 -3.210 3.782 -0.66
I 2.325 -3.799 5.322 0.84
C 3.051 -3.171 2.480 -0.51
O 1.870 -3.478 2.200 -0.28
C 4.006 -2.715 1.446 -0.14
N 3.525 -2.600 0.185 0.05
C 4.326 -2.210 -0.775 -0.16
C 5.680 -1.894 -0.571 -0.07
C 6.189 -1.989 0.692 -0.05
C 5.356 -2.402 1.756 -0.19
H 5.277 -2.966 5.100 0.08
H 3.894 -2.133 -1.769 0.10
H 6.298 -1.582 -1.403 0.10
H 7.224 -1.751 0.896 0.08
Cl 5.209 4.868 -0.049 0.67
C 3.649 4.370 -0.631 -0.66
C 3.456 3.068 -1.056 -0.08
C 2.204 2.704 -1.521 -0.01
C 1.137 3.597 -1.564 -0.18
C -0.213 3.084 -2.004 -0.28
C -1.149 2.906 -0.794 -0.06
N -0.552 1.979 0.150 -0.07
C 0.250 2.268 1.229 -0.07
C 0.716 1.068 1.678 -0.13
N 0.233 0.049 0.895 0.01
C -0.516 0.631 -0.010 -0.16
O -0.734 3.930 -3.014 -0.12
C -1.781 3.354 -3.790 -0.15
C -3.147 3.658 -3.253 -0.33
C -4.061 2.717 -2.881 -0.98
Cl -3.810 1.022 -2.859 0.74
S -5.511 3.411 -2.280 0.99
C -4.904 4.998 -2.530 -0.42
C -3.648 4.980 -3.042 -0.14
C 1.372 4.892 -1.113 -0.57
Cl 0.106 6.089 -1.078 0.73
C 2.618 5.291 -0.655 -0.13
H 4.265 2.352 -1.015 0.11
H 2.038 1.682 -1.842 0.13
H -0.049 2.082 -2.424 0.15
H -2.106 2.501 -1.115 0.11
H -1.331 3.859 -0.298 0.12
H 0.406 3.280 1.561 0.12
H 1.364 0.871 2.515 0.10
H -1.067 0.133 -0.799 0.13
H -1.644 2.271 -3.873 0.11
H -1.672 3.781 -4.789 0.13
H -5.510 5.854 -2.284 0.06
H -3.072 5.868 -3.259 0.12
H 2.775 6.305 -0.317 0.10
```

The total energy is -120504.5622 eV. The calculation puts the LUMO energy at 1.92 eV. Its spin multiplicity is 1. Its total charge is -1. As for the energy above the lowest of the compared OMol25 structures with the same formula, charge and spin: 2.5 kJ/mol.

---

No. 2
The following is a DFT calculation (the ωB97M-V functional and the def2-TZVPD basis) of a molecular structure, C14H28F6InN5O8S2 in a non-equilibrium geometry.

Structure (XYZ):
```
64
Properties=species:S:1:pos:R:3:nbo_charge:R:1
In -0.915 -0.485 0.442 1.82
C 2.006 -0.361 -3.466 0.78
F 2.848 -0.575 -2.476 -0.30
F 2.007 0.915 -3.814 -0.30
F 2.343 -1.095 -4.496 -0.27
S 0.275 -0.936 -2.982 2.15
O -0.350 -1.403 -4.153 -0.81
O 0.476 -1.940 -1.971 -0.95
N -0.327 0.384 -2.076 -1.10
S -1.344 1.165 -3.094 2.19
O -0.849 1.271 -4.417 -0.84
O -2.696 0.759 -2.952 -0.88
C -1.329 2.918 -2.438 0.74
F -2.457 3.490 -2.846 -0.29
F -1.271 2.937 -1.105 -0.32
F -0.340 3.601 -2.990 -0.29
C 1.454 -2.942 3.867 -0.73
C 0.023 -2.705 3.539 0.71
O -0.290 -1.858 2.659 -0.77
N -0.927 -3.387 4.176 -0.54
C -0.739 -4.426 5.192 -0.43
H 1.902 -2.081 4.367 0.27
H 2.035 -2.957 2.938 0.25
H 1.715 -3.874 4.359 0.25
H -1.867 -3.269 3.833 0.42
H -0.135 -5.231 4.773 0.21
H -1.706 -4.836 5.460 0.24
H -0.255 -4.055 6.092 0.23
C 1.198 4.065 0.762 -0.72
C 1.457 2.727 0.135 0.71
O 0.859 1.717 0.545 -0.67
N 2.228 2.669 -0.953 -0.57
C 2.538 3.825 -1.825 -0.42
H 0.985 3.924 1.820 0.26
H 0.371 4.566 0.264 0.26
H 2.112 4.661 0.763 0.25
H 2.299 1.789 -1.442 0.41
H 1.960 4.704 -1.571 0.22
H 2.390 3.536 -2.860 0.23
H 3.599 4.050 -1.692 0.22
C -5.706 -0.399 -0.162 -0.72
C -4.606 0.550 -0.506 0.71
O -3.413 0.200 -0.391 -0.75
N -4.958 1.769 -0.862 -0.52
C -6.308 2.277 -1.025 -0.44
H -6.361 -0.508 -1.037 0.26
H -6.403 0.042 0.553 0.25
H -5.366 -1.393 0.090 0.25
H -4.252 2.484 -0.966 0.42
H -6.837 2.182 -0.072 0.22
H -6.906 1.636 -1.684 0.22
H -6.396 3.255 -1.479 0.25
C 4.127 -0.563 1.121 -0.71
C 2.938 -1.335 0.612 0.70
O 1.814 -0.808 0.505 -0.64
N 3.122 -2.627 0.335 -0.56
C 4.404 -3.306 0.265 -0.43
H 4.628 -1.055 1.950 0.25
H 3.824 0.446 1.375 0.25
H 4.818 -0.542 0.272 0.25
H 2.304 -3.122 0.009 0.42
H 4.262 -4.361 0.064 0.24
H 4.951 -3.172 1.197 0.21
H 5.037 -2.908 -0.531 0.22
```

The total energy is -81932.9825 eV. The calculation puts the LUMO energy at -11.23 eV. Its spin multiplicity is 1. Its total charge is +2. As for the energy above the lowest of the compared OMol25 structures with the same formula, charge and spin: 0.0 kJ/mol.